1.
30
Properties=species:S:1:pos:R:3:forces:R:3 method="wB97M-V/def2-TZVPD" homo_ev=-7.55 fmax_ev_per_a=6.4 homo_lumo_gap_ev=7.21
N 0.085054 0.097454 0.241017 0.40 5.00 1.28
H 0.610157 -0.209830 0.992927 1.70 -1.54 1.60
H -0.767394 0.448826 0.665530 -0.58 0.46 -0.75
H -0.007454 -0.448767 -0.504344 -1.46 -4.18 -3.27
H 0.657087 0.820561 -0.243019 -0.58 0.72 1.25
N -1.704491 2.764779 -1.241526 5.69 -1.05 -2.83
O -0.962471 3.077801 -0.299590 -1.13 0.51 2.41
O -1.331292 3.256713 -2.349316 -2.44 0.27 0.01
O -2.317346 1.680428 -1.214488 -2.03 -0.40 0.47
O 1.225175 1.954199 2.720473 0.27 1.47 1.47
H 2.015931 2.499415 2.466813 -1.26 -0.65 0.37
H 0.857245 2.395794 3.556569 1.01 -0.89 -1.93
O -1.201627 0.076090 3.293626 3.40 4.93 -1.77
H -1.873421 -0.345462 3.702571 -3.57 -1.99 2.13
H -1.309405 1.085095 3.487486 0.15 -2.96 -0.58
O 1.078781 -2.574026 1.174741 0.28 -1.96 -0.03
H 1.466863 -3.127444 0.402954 -1.23 0.85 2.62
H 0.775361 -3.157462 1.965556 0.99 1.14 -2.57
O 2.457117 -1.180396 -1.991976 1.99 3.50 -3.92
H 2.491730 -1.175945 -3.020785 -0.31 -0.23 2.93
H 2.057655 -1.924633 -1.685202 -1.84 -3.48 0.83
O 2.808788 0.816905 -0.218481 -4.40 1.85 -2.20
H 3.514071 0.680518 0.298081 4.07 -1.05 2.76
H 2.687092 0.120145 -0.856307 0.55 -0.66 -0.52
O -2.294796 -2.284087 -0.683515 3.57 -1.23 -0.15
H -3.146712 -2.133167 -0.452302 -4.12 0.55 1.57
H -2.259710 -1.899589 -1.548774 0.67 0.61 -1.06
O -1.533968 -0.616349 -2.680890 -1.48 2.16 1.78
H -2.202458 0.141564 -2.463667 1.97 -0.92 0.27
H -1.875561 -0.839132 -3.514166 -0.28 -0.83 -2.17

***

2.
26
Properties=species:S:1:pos:R:3:forces:R:3 method="wB97M-V/def2-TZVPD" homo_ev=-14.05 charge=+1 fmax_ev_per_a=6.0 homo_lumo_gap_ev=10.68
N -0.292111 0.098906 -0.596131 -4.21 -2.84 3.23
H 0.258926 -0.690978 -0.456184 1.35 -2.63 -1.18
H -1.337174 -0.265688 -0.398521 2.77 1.86 0.49
H -0.423322 0.460109 -1.452458 0.45 1.58 -4.24
H 0.216220 0.673147 0.009341 -0.23 2.47 1.60
O 0.831712 -2.062651 1.304039 -1.76 0.11 -0.22
H 1.373608 -2.300205 2.043767 0.84 -0.15 0.61
H -0.073982 -2.208322 1.663985 0.89 0.08 -0.48
O 0.429495 3.639963 -0.114958 0.85 0.33 3.16
H 0.379748 4.061845 0.837617 0.06 -1.12 -2.95
H 1.249524 3.088163 -0.036397 -0.81 0.61 -0.19
O -3.150496 1.398052 -0.631437 -1.87 -0.49 -2.08
H -3.314178 1.290569 0.326136 -0.50 0.42 -0.79
H -4.004430 1.395607 -1.246721 2.58 -0.04 2.69
O 2.975510 -2.394606 -1.177955 -1.38 4.46 0.64
H 2.210871 -2.675521 -0.716940 -1.20 -0.38 0.79
H 3.409531 -3.136851 -1.401248 2.53 -4.05 -1.34
O -0.820605 -2.662819 -1.425418 -2.45 -0.45 1.73
H -0.581225 -3.538989 -1.089019 0.72 0.00 -0.42
H -1.745007 -2.672410 -1.000925 1.59 0.43 -1.29
O -2.057178 1.383033 1.882454 -1.01 -2.23 0.92
H -1.920340 2.090102 2.510356 0.03 0.42 0.23
H -2.505103 0.658127 2.428453 0.96 1.58 -0.94
O 2.569807 1.397273 -0.418047 0.03 -1.67 3.32
H 3.291887 1.126617 0.233240 -1.49 0.45 -1.30
H 3.028312 1.847528 -1.077027 1.25 1.21 -2.01

***

3.
26
Properties=species:S:1:pos:R:3:forces:R:3 method="wB97M-V/def2-TZVPD" homo_ev=-14.13 charge=+1 fmax_ev_per_a=2.7 homo_lumo_gap_ev=10.35
N 20.379000 10.361000 18.082000 1.24 2.43 0.28
H 19.757000 9.614000 17.990000 -1.53 -1.78 -0.18
H 21.259000 10.030000 18.435000 0.78 -0.53 -0.14
H 20.044000 11.039000 18.754000 -0.70 -0.03 0.52
H 20.480000 10.921000 17.232000 0.23 -0.62 -0.04
O 19.232000 8.106000 20.380000 0.49 -0.59 -1.17
H 18.757000 8.708000 20.934000 -0.66 0.45 0.44
H 18.653000 7.883000 19.623000 0.11 0.37 0.67
O 20.866000 7.094000 18.056000 0.67 1.23 0.11
H 20.339000 6.466000 18.529000 -0.40 -0.59 0.41
H 20.749000 6.947000 17.127000 -0.18 -0.46 -0.60
O 17.272000 10.748000 19.351000 0.14 -0.17 -0.38
H 17.308000 11.589000 18.892000 0.24 0.81 0.30
H 16.765000 10.270000 18.693000 -0.39 -0.63 0.28
O 17.673000 7.737000 17.910000 0.61 -1.02 0.05
H 16.988000 8.257000 17.503000 -0.46 -0.07 -0.25
H 17.630000 6.832000 17.534000 -0.21 0.89 0.28
O 18.228000 12.026000 17.076000 -0.53 -0.13 1.96
H 18.011000 11.114000 16.880000 -0.04 -0.21 -0.51
H 18.706000 12.341000 16.345000 0.68 0.87 -1.67
O 22.315000 9.668000 15.674000 -0.53 0.92 0.43
H 22.675000 8.794000 15.673000 0.60 -0.89 0.05
H 21.534000 9.599000 15.129000 -0.13 -0.02 -0.45
O 18.303000 9.652000 15.757000 -1.30 -0.79 -0.99
H 17.498000 9.331000 15.280000 0.46 0.28 0.93
H 18.862000 9.711000 14.986000 0.81 0.29 -0.31

***

4.
26
Properties=species:S:1:pos:R:3:forces:R:3 method="wB97M-V/def2-TZVPD" homo_ev=-14.42 charge=+1 fmax_ev_per_a=5.9 homo_lumo_gap_ev=11.75
N -1.893810 0.850370 -0.550581 -1.22 2.68 -0.84
H -1.513124 1.495877 0.144014 -0.05 -0.34 0.54
H -2.397453 0.069921 -0.144975 1.02 -0.69 0.18
H -2.619058 1.422231 -1.031067 0.81 -0.38 0.19
H -1.132540 0.661341 -1.211652 -0.80 -0.74 0.41
H 1.160944 -1.952942 0.543915 1.46 -3.95 -3.98
H 1.632318 -1.469172 1.945431 0.69 -0.63 0.30
O 1.064529 -1.371241 1.198467 -1.81 4.40 3.49
H 0.037568 2.057105 2.296698 0.48 1.71 1.88
H -0.139629 0.538372 2.162473 -0.04 -0.65 0.56
O -0.111937 1.367408 1.709837 -0.51 -0.79 -2.51
H -0.686173 -1.310866 1.072952 1.57 -0.78 0.83
H -2.056816 -1.523211 1.904369 -0.76 -1.73 2.71
O -1.604354 -1.167256 1.204495 -1.28 2.28 -3.10
H -0.265688 -1.351123 -1.812164 0.01 -0.56 0.19
H -1.668464 -1.955714 -1.425631 -0.07 -0.99 0.28
O -1.213000 -1.183524 -1.720826 0.63 0.53 -1.03
H 4.567694 -0.382061 0.143327 -1.35 1.10 -1.11
H 3.580401 0.808921 0.256466 -0.06 0.01 -0.06
O 3.867352 0.134636 -0.369106 1.34 -1.27 1.06
H -1.812224 3.984320 0.624590 0.15 -0.46 0.04
H -2.166267 4.056426 -0.813031 0.36 -0.82 0.28
O -1.840960 3.401635 -0.152300 -0.53 1.97 -0.27
H 1.547679 -2.480323 -2.377212 0.70 0.54 1.08
H 2.457836 -1.525089 -1.478439 0.79 0.59 -0.26
O 1.679580 -2.068734 -1.488818 -1.52 -1.01 -0.83

***

5.
29
Properties=species:S:1:pos:R:3:forces:R:3 method="wB97M-V/def2-TZVPD" homo_ev="-9.78 / -9.77" fmax_ev_per_a=1.9 homo_lumo_gap_ev="8.96 / 5.63" spin_multiplicity=2 s2=0.753
Na -14.069080 12.577040 -12.981130 0.20 0.10 0.87
O -14.048910 13.133220 -15.246030 -0.11 -0.11 0.07
H -14.294190 14.035960 -14.964230 0.12 0.19 -0.19
O -13.315560 14.861840 -12.410910 -0.59 -1.02 -1.48
H -13.473400 14.909560 -13.373890 0.46 0.38 0.52
O -13.702800 17.605520 -12.505740 -0.41 0.97 -0.02
H -13.311150 16.784500 -12.803680 0.27 -0.81 0.16
H -13.846690 18.107740 -13.307810 0.09 0.41 -0.06
O -13.833050 16.188280 -15.285710 0.41 -0.52 -0.01
H -14.242420 17.011180 -15.018350 -0.26 0.11 0.11
H -14.535800 15.698210 -15.712560 -0.34 0.30 -0.46
O -16.170280 13.188220 -12.036600 0.48 -0.78 -0.27
H -16.119480 14.110060 -12.289290 -0.26 0.83 0.15
H -17.032200 12.903310 -12.340160 -0.30 -0.10 0.01
O -12.281920 13.028370 -10.384230 0.08 -0.73 -0.17
H -12.870270 13.044000 -9.629360 -0.12 0.10 0.29
H -12.622170 13.706560 -10.967770 -0.06 0.65 -0.35
O -11.257230 16.817580 -11.195090 0.57 0.17 0.33
H -11.591870 17.546650 -11.717300 -0.19 0.15 0.02
H -11.818110 16.077870 -11.428510 -0.14 -0.24 -0.10
O -14.511620 15.644670 -10.194250 -0.52 -0.02 1.14
H -14.043900 15.320460 -10.963900 0.30 0.01 -0.68
H -15.282140 16.087050 -10.550370 -0.07 0.14 0.10
O -15.972670 15.982540 -13.060820 -1.13 -0.53 -0.49
H -15.138320 15.588920 -12.805570 1.10 0.16 0.34
H -15.993800 16.820760 -12.599130 0.16 0.27 0.14
O -10.715920 14.453310 -13.297310 0.61 -0.26 -0.66
H -11.637810 14.476890 -13.040790 -0.60 0.30 0.50
H -10.392570 13.620270 -12.954200 0.24 -0.13 0.17

***

6.
27
Properties=species:S:1:pos:R:3:forces:R:3 method="wB97M-V/def2-TZVPD" homo_ev="0.08 / -7.91" charge=-1 fmax_ev_per_a=1.6 homo_lumo_gap_ev="2.79 / 10.75" spin_multiplicity=2 s2=0.750
O -20.678720 10.789440 16.578860 0.25 -0.82 -0.16
H -21.533230 11.206080 16.467280 -0.83 0.36 -0.16
H -20.084340 11.511620 16.782350 0.65 0.86 0.27
O -21.022670 5.218300 13.685640 -0.05 -0.38 -0.46
H -21.268890 5.854030 14.357550 -0.21 0.51 0.44
H -20.115570 4.991620 13.890630 0.24 0.05 0.09
O -20.004770 8.359340 17.388270 0.60 -1.33 0.64
H -20.230870 9.249090 17.117230 -0.29 1.13 0.02
H -20.626130 8.156250 18.087480 -0.35 0.18 0.21
O -22.135990 6.957520 15.835980 0.16 -0.20 -0.17
H -22.444970 6.181610 16.303660 0.00 -0.30 0.30
H -22.923610 7.483370 15.696850 -0.18 0.36 -0.17
O -21.151560 7.851870 11.327230 -0.09 -0.13 -0.44
H -21.013710 7.631560 12.248470 0.02 -0.11 0.44
H -20.621520 8.636330 11.186160 0.07 0.24 0.08
O -20.024730 8.765780 14.742910 0.26 -0.47 -1.46
H -20.248800 8.265020 15.527300 -0.17 -0.32 0.46
H -19.888560 9.658920 15.059120 -0.07 0.44 0.14
O -21.118140 12.507860 13.734990 -0.61 -0.02 -0.23
H -20.322890 12.019270 13.947310 0.39 -0.29 0.29
H -20.802060 13.347560 13.401490 0.13 0.34 -0.04
O -19.742870 5.523870 17.934030 -0.24 -0.60 0.38
H -19.779040 6.463860 17.757000 0.21 0.47 -0.36
H -19.229460 5.163110 17.211190 0.14 0.07 -0.22
O -18.053960 6.677340 14.722800 0.28 -0.67 0.19
H -18.585670 7.320800 14.254320 -0.52 0.78 0.07
H -17.659240 6.144130 14.032790 0.20 -0.13 -0.15

***

7.
27
Properties=species:S:1:pos:R:3:forces:R:3 method="wB97M-V/def2-TZVPD" homo_ev="-0.11 / -7.67" charge=-1 fmax_ev_per_a=1.6 homo_lumo_gap_ev="2.76 / 10.23" spin_multiplicity=2 s2=0.750
O 2.559281 1.663550 0.660657 0.74 0.03 -0.16
H 2.270281 1.233890 1.465707 -0.27 -0.41 0.16
H 2.042041 2.467890 0.618907 -0.32 0.07 -0.09
O 0.354651 3.056890 -0.227303 0.15 0.27 0.09
H 0.497181 3.859070 -0.729723 0.01 0.26 -0.20
H -0.570439 2.850860 -0.361483 -0.33 -0.31 -0.03
O -1.606189 0.267910 2.459897 0.07 1.15 0.02
H -1.776909 -0.084700 3.333247 -0.27 -0.39 0.40
H -1.326579 -0.489500 1.945717 0.07 -0.76 -0.40
O 0.251951 -0.210540 -0.685823 0.04 0.15 -0.42
H 0.445951 0.303650 0.097887 0.29 0.30 0.26
H -0.093119 -1.038050 -0.350593 -0.37 -0.63 0.28
O -1.411369 -2.431780 0.571927 1.07 0.62 -0.96
H -2.304559 -2.198910 0.825327 -1.08 0.16 0.27
H -1.229539 -3.240930 1.049887 0.14 -0.69 0.63
O 1.876821 1.417940 -2.616313 0.46 0.37 -0.55
H 1.645081 1.958170 -1.860883 -0.11 -0.11 0.34
H 1.792461 0.517610 -2.302423 -0.17 -0.19 0.24
O -0.834269 0.472200 -3.187103 -0.37 0.25 -0.74
H -0.637879 0.232850 -2.281363 0.38 -0.09 0.69
H -1.670139 0.044250 -3.372583 -0.20 -0.13 -0.04
O 1.099891 0.595610 2.964587 0.91 -0.09 0.06
H 0.183901 0.873110 2.951077 -0.97 -0.11 -0.27
H 1.584171 1.379040 3.225267 0.16 0.23 0.37
O -0.714009 -4.624660 -1.558693 0.39 -0.39 -0.38
H -0.880369 -3.784650 -1.130973 -0.18 0.49 0.31
H -1.548309 -5.090780 -1.504833 -0.24 -0.05 0.10

***

8.
27
Properties=species:S:1:pos:R:3:forces:R:3 method="wB97M-V/def2-TZVPD" homo_ev=-9.13 fmax_ev_per_a=4.4 homo_lumo_gap_ev=8.86 smiles=O.O.O.O.O.O.O.O.O
O -0.921633 0.495365 -0.630497 2.99 1.75 -2.62
H -0.262495 -0.131536 -0.996735 -0.38 0.70 0.29
H -1.515874 -0.006140 -0.186087 -2.97 -2.49 2.13
O -2.414180 -1.847111 0.715544 1.92 -1.39 0.66
H -1.625957 -2.426418 0.959319 -1.00 1.35 -0.66
H -3.099404 -2.428795 1.044853 -0.80 0.13 0.01
O 1.565477 1.769131 1.161285 0.03 2.29 0.25
H 1.313327 0.872549 1.254815 -0.48 -1.21 0.02
H 0.747499 2.337033 1.114420 1.30 -0.93 0.13
O -0.466037 3.023368 0.184669 0.36 -2.36 -1.67
H -0.634333 2.044159 -0.140044 0.43 1.85 0.60
H -1.264735 3.160899 0.635135 -1.79 0.85 1.06
O 1.146789 -0.581847 -2.367216 0.28 0.63 1.77
H 1.587602 -0.910342 -3.114029 0.69 -0.65 -2.13
H 1.912747 -0.381432 -1.788887 -0.63 0.39 0.09
O 1.552098 2.463150 -1.776396 0.65 0.62 1.14
H 1.362894 2.067681 -2.602504 -0.72 -0.56 -1.09
H 0.769764 2.449240 -1.205354 0.46 0.09 -0.49
O 1.195864 -0.903183 1.021867 -0.71 -0.12 1.65
H 1.017399 -1.679567 0.512255 0.05 -0.94 -0.89
H 0.592709 -1.032828 1.794507 0.81 0.58 -0.52
O 0.605439 -2.751381 -0.938852 0.46 -0.80 1.71
H -0.107760 -3.256973 -1.259950 -1.44 -1.29 -0.23
H 0.798835 -2.218096 -1.679868 0.66 1.59 -1.29
O -0.908445 -0.126860 2.771036 0.73 -0.90 -1.05
H -1.562015 -0.353866 2.106545 -0.23 -0.16 -0.24
H -1.385575 0.353800 3.410169 -0.69 0.94 1.36

***

9.
27
Properties=species:S:1:pos:R:3:forces:R:3 method="wB97M-V/def2-TZVPD" homo_ev=-11.35 fmax_ev_per_a=1.1 homo_lumo_gap_ev=10.65 smiles=O.O.O.O.O.O.O.O.O
H -0.903987 0.967589 -1.430485 -0.22 -0.02 -0.25
H 0.164705 0.027035 -0.898230 0.05 0.53 0.15
H -1.401427 -2.708637 3.005611 -0.03 -0.11 -0.02
H -0.903631 -2.460552 1.591151 -0.13 -0.13 0.00
H 0.670293 -2.021081 -1.184873 0.06 -0.27 -0.16
H 0.771520 -0.978415 -2.286074 -0.23 0.03 -0.29
H -3.047242 1.866805 0.231286 0.00 0.07 -0.03
H -4.293787 1.750057 -0.630420 0.08 0.48 -0.15
H -4.657557 -0.839145 0.766686 -0.04 -0.12 -0.08
H -4.640357 0.063559 -0.455963 0.22 -0.49 -0.05
H 1.586295 2.899762 1.360243 -0.11 0.04 -0.19
H 0.077846 2.949006 1.539678 0.19 0.02 -0.05
H 1.357583 -0.397553 1.342220 0.06 0.06 0.04
H 1.841182 0.764841 2.193696 -0.06 0.01 0.11
H 3.636001 -1.343479 1.065141 0.16 0.08 -0.09
H 3.775721 -1.058135 -0.421163 0.21 -0.01 0.22
H 2.717745 0.041569 -1.568391 0.07 0.21 -0.26
H 1.976324 1.313448 -1.946092 -0.06 -0.02 0.15
O 0.031062 0.751480 -1.519766 -1.11 0.10 0.03
O -1.386844 -3.100963 2.125351 0.12 0.24 0.05
O 0.673252 -1.926661 -2.144074 0.25 -0.14 0.21
O -3.332127 1.702819 -0.674771 -0.01 -0.04 0.15
O -4.827069 -0.841507 -0.182128 -0.16 0.09 0.18
O 0.880984 3.451714 1.716438 -0.05 -0.04 0.13
O 1.537179 0.548674 1.304965 -0.11 -0.28 0.44
O 4.167910 -1.571245 0.294307 -0.23 -0.07 0.00
O 2.414749 0.881104 -1.204572 1.08 -0.24 -0.24